# C4H12O3

3 unconnected molecules or ions with the total composition C4H12O3 at a distorted geometry (wB97M-V/def2-TZVPD, the OMol25 dataset).

CARTESIAN COORDINATES (ANGSTROEM)
O 0.6462 -2.4418 -1.1669
C 1.0440 -1.4955 -0.5898
C 0.4980 -0.0966 -0.5441
C -1.0393 0.0952 -0.6756
C -1.7283 0.2019 0.6727
H 2.0048 -1.5253 -0.0049
H 0.8983 0.4238 0.3349
H 0.9715 0.5292 -1.3262
H -1.1806 0.9626 -1.3141
H -1.4199 -0.7545 -1.2436
H -2.7155 -0.2481 0.6898
H -1.8747 1.2308 1.0055
H -1.1184 -0.2409 1.4563
H 1.5952 4.3521 -0.6715
H 3.0650 4.2876 -0.5139
O 2.3076 3.7014 -0.6358
H -0.4498 -2.6124 0.8337
H -0.5424 -3.5582 2.0668
O -0.9616 -2.8113 1.6268

Output
Total charge ... +1
Energy above the lowest of the compared OMol25 structures with the same formula, charge and spin ... 1.864 eV
E_HOMO (spin up / spin down) ... -0.535 / -0.535 Eh
Kohn-Sham gap (spin up / spin down) ... 8.51 / 4.56 eV
Multiplicity ... 2
LUMO (spin up / spin down) ... -6.04 / -9.98 eV

# C8H7Br2NS

A single C8H7Br2NS molecule at a distorted geometry (wB97M-V/def2-TZVPD, the OMol25 dataset).

CARTESIAN COORDINATES (ANGSTROEM)
N 1.7737 2.2242 -1.8502
C 0.7375 1.8690 -1.6145
C -0.5748 1.1713 -1.1648
Br -1.7761 1.5404 -2.6544
C -1.1666 1.7969 0.1065
Br -0.9050 3.7422 -0.1305
C -0.1534 -0.2695 -1.1677
C 0.2774 -0.8180 0.0748
C -0.1896 -1.9427 0.6098
C 0.5488 -2.3552 1.7787
C 1.4757 -1.4365 2.1186
S 1.4649 -0.0119 1.1021
H -0.6110 1.4970 1.0769
H -2.2633 1.7061 0.0970
H 0.5993 -0.4826 -1.9431
H -1.0503 -0.8656 -1.6199
H -0.8495 -2.5957 0.0443
H 0.5708 -3.3808 2.1195
H 2.0913 -1.3885 3.0168

Output
Total charge ... 0
Energy above the lowest of the compared OMol25 structures with the same formula, charge and spin ... 0.089 eV
E_HOMO ... -0.344 Eh
Kohn-Sham gap ... 9.70 eV
Multiplicity ... 1
SMILES string ... N#C[C@](Br)(CBr)Cc1cccs1
LUMO ... 0.34 eV

# C42H42N6O3PReSSeSi2

A molecular structure, C42H42N6O3PReSSeSi2 at a distorted geometry (wB97M-V/def2-TZVPD, the OMol25 dataset).

CARTESIAN COORDINATES (ANGSTROEM)
Re 0.1513 -0.1767 -0.1316
Se -1.9148 -7.5123 0.9819
N -1.4821 -6.1852 2.0839
C -1.2246 -5.1294 1.3468
C -0.8480 -3.8395 1.8806
C -0.7236 -3.5798 3.2936
C -0.3855 -2.3614 3.7179
C -0.1433 -1.2403 2.7725
N -0.2288 -1.5410 1.3879
C -0.5974 -2.8113 1.0149
C -0.6739 -3.0077 -0.4119
N -0.3555 -1.9259 -1.1673
C -0.5099 -2.0034 -2.4939
C -0.9282 -3.1658 -3.1228
C -1.1953 -4.2904 -2.3667
C -1.0740 -4.2147 -0.9818
C -1.3513 -5.3203 -0.0776
N -1.7084 -6.5154 -0.4750
H -0.8947 -4.3908 3.9873
H -0.2719 -2.1303 4.7671
H 0.8043 -0.7413 3.0143
H -0.2998 -1.1058 -3.0534
H -1.0318 -3.1722 -4.1975
H -1.5081 -5.2206 -2.8192
O -1.1901 -0.2022 3.1354
S -0.9566 1.2845 2.7449
O -2.0517 2.0231 3.2629
O -0.7101 1.3977 1.3089
C 0.5441 1.8046 3.4883
C 0.4089 2.4828 4.6931
C 1.5070 3.1187 5.2461
C 2.7049 3.1171 4.5524
C 2.8248 2.4297 3.3542
C 1.7645 1.7064 2.8106
P 2.1219 0.6429 1.3139
C 3.1990 -0.6427 2.0657
C 4.3429 -0.3695 2.8211
C 5.0806 -1.3962 3.3869
C 4.6825 -2.7158 3.2285
C 3.5472 -3.0025 2.4896
C 2.8195 -1.9753 1.9103
C 3.1490 1.8337 0.3991
C 2.4639 2.9239 -0.1422
C 3.1625 3.9521 -0.7475
C 4.5508 3.9001 -0.8226
C 5.2316 2.8085 -0.3114
C 4.5331 1.7716 0.2964
H -0.5649 2.5467 5.1561
H 1.4128 3.6513 6.1816
H 3.5542 3.6650 4.9364
H 3.7585 2.4933 2.8155
H 4.6795 0.6405 2.9808
H 5.9666 -1.1604 3.9598
H 5.2563 -3.5135 3.6785
H 3.2251 -4.0267 2.3568
H 1.9468 -2.2160 1.3178
H 1.3808 2.9700 -0.0802
H 2.6266 4.7952 -1.1609
H 5.0975 4.7067 -1.2913
H 6.3094 2.7561 -0.3872
H 5.0759 0.9188 0.6821
C -3.5577 2.5219 -0.3286
Si -2.9880 0.8085 -0.7996
C -3.8505 0.0888 -2.3007
C -3.4221 -0.3582 0.5930
N -1.2298 0.8056 -1.2222
C -0.8362 1.4144 -2.3820
C -1.6549 2.1954 -3.2294
C -1.1411 2.7481 -4.3704
C 0.2037 2.5315 -4.7213
C 1.0154 1.7740 -3.9217
C 0.5190 1.2129 -2.7174
N 1.2254 0.4635 -1.8219
Si 2.7750 -0.2133 -2.4444
C 2.3922 -1.2010 -3.9974
C 4.0309 1.1304 -2.8187
C 3.5374 -1.4246 -1.2592
H -4.6066 2.4750 -0.0312
H -3.4669 3.2706 -1.1113
H -2.9879 2.8643 0.5366
H -4.9291 0.2105 -2.1951
H -3.6506 -0.9850 -2.3374
H -3.5559 0.5159 -3.2561
H -4.4267 -0.7315 0.3822
H -3.4621 0.1352 1.5594
H -2.7697 -1.2233 0.6768
H -2.6855 2.3789 -2.9731
H -1.7714 3.3582 -5.0016
H 0.6017 2.9725 -5.6239
H 2.0460 1.6349 -4.2048
H 1.7041 -0.6971 -4.6746
H 1.9699 -2.1721 -3.7371
H 3.3145 -1.3917 -4.5481
H 4.2668 1.1673 -3.8823
H 4.9589 0.9277 -2.2852
H 3.6833 2.1175 -2.5160
H 2.8458 -2.2061 -0.9491
H 3.9573 -0.9569 -0.3735
H 4.3621 -1.9073 -1.7886

Output
Total charge ... +1
E_HOMO (spin up / spin down) ... -0.342 / -0.363 Eh
Kohn-Sham gap (spin up / spin down) ... 5.82 / 6.21 eV
Multiplicity ... 2
LUMO (spin up / spin down) ... -3.48 / -3.68 eV

# C4H4O4

2 unconnected molecules or ions with the total composition C4H4O4 at a distorted geometry (wB97M-V/def2-TZVPD, the OMol25 dataset).

CARTESIAN COORDINATES (ANGSTROEM)
C -1.3207 -0.1944 -0.0258
C -0.5708 -1.2376 -0.1974
C 0.8570 -0.7120 -0.0635
C 0.6308 0.5978 0.0766
H -3.0297 -0.8338 1.1735
H -1.0851 -2.2747 -0.1278
H 1.8992 -2.2358 -0.0494
H 1.3131 2.5811 -0.0421
O -2.6663 0.1328 -0.1588
O 2.1509 -1.1879 0.1242
O 1.6197 1.5628 -0.1300
O -0.6888 0.9974 0.2029

Output
Total charge ... 0
Energy above the lowest of the compared OMol25 structures with the same formula, charge and spin ... 7.585 eV
E_HOMO ... -0.285 Eh
Kohn-Sham gap ... 5.84 eV
Multiplicity ... 1
LUMO ... -1.91 eV

no.,E (eV)
1,-10474.398
2,-160818.094
3,-162672.947
4,-12395.720